C2H10NO2 | the ωB97M-V functional and the def2-TZVPD basis

Values from the calculation:
F_max in eV/A: 8.02
Relative energy (zero: lowest compared OMol25 entry of this formula, charge and spin) in kcal/mol: 76.0
Expectation value of S²: 0.76
Total charge: +2
E_tot in a.u.: -286.526910
HOMO energy (spin up / spin down) in eV: -21.363 / -20.607
Spin multiplicity: 2

Each atom is followed by the atoms it is bonded to, with distances in Å.
Atoms and positions in Å:
1 C 1.78 0.87 0.05  N3 1.537, H4 1.067, H5 1.268, H6 1.138
2 C -0.31 0.37 1.26  N3 1.317, H7 0.966, H8 1.099
3 N 0.80 -0.09 0.73  C1 1.537, C2 1.317, H9 0.981
4 H 2.77 0.47 -0.01  C1 1.067
5 H 1.93 1.94 0.72  C1 1.268
6 H 1.62 1.01 -1.07  C1 1.138
7 H -0.68 1.25 1.14  C2 0.966
8 H -0.97 -0.30 1.83  C2 1.099
9 H 1.24 -0.94 0.97  N3 0.981
10 H -0.85 -0.73 -2.41  O12 0.935
11 H -0.34 0.80 -2.66  O12 1.017
12 O -0.32 -0.03 -2.07  H10 0.935, H11 1.017
13 H -1.93 -2.15 0.80  O15 0.951
14 H -2.85 -1.21 0.24  O15 0.997
15 O -1.88 -1.26 0.46  H13 0.951, H14 0.997